1.
115
Properties=species:S:1:pos:R:3:forces:R:3 method="wB97M-V/def2-TZVPD" homo_lumo_gap_ev=5.1 total_energy_ev=-100394.6676 lumo_ev=-7.29 spin_multiplicity=1 total_charge=+2 homo_energy_ev=-12.3975 max_force_ev_per_a=1.25
Ti 0.555537 1.004239 -0.481633 0.2 1.0 -0.8
C 4.391658 1.510664 1.939839 0.0 0.0 0.1
C 3.077268 1.055197 1.909060 0.1 -0.1 0.0
N 2.591316 1.075762 0.662233 0.2 0.3 -0.1
N 3.607821 1.521545 -0.118403 0.2 0.0 -0.1
C 4.689395 1.791702 0.623220 0.0 0.0 0.0
B 3.506403 1.383597 -1.647981 -0.1 -0.1 0.3
N 2.934122 -0.035553 -1.858172 0.2 0.0 -0.1
C 3.630813 -1.105918 -2.246595 -0.1 -0.1 0.0
C 2.909210 -2.247028 -1.949731 0.0 0.0 -0.1
C 1.753291 -1.784632 -1.347310 0.0 0.0 -0.3
N 1.748491 -0.441761 -1.312146 0.2 -0.2 -0.4
N 2.518810 2.459661 -2.133269 0.0 0.0 -0.1
C 2.753223 3.474708 -2.964698 -0.1 0.1 0.0
C 1.721068 4.392562 -2.851786 0.0 0.0 0.0
C 0.872803 3.850918 -1.901217 0.2 0.1 -0.1
N 1.346342 2.669058 -1.470469 0.2 0.0 -0.1
H 5.025617 1.616997 2.803778 0.0 -0.1 -0.1
H 2.519711 0.658208 2.738125 -0.1 0.1 0.0
H 5.597599 2.155466 0.167434 -0.1 -0.1 0.0
H 4.568141 1.503006 -2.173235 0.0 0.0 -0.1
H 4.599724 -0.990858 -2.706887 0.0 0.0 0.0
H 3.191579 -3.271031 -2.125901 0.0 0.0 0.0
H 0.945984 -2.372950 -0.954994 -0.1 0.1 0.0
H 3.640540 3.498006 -3.578400 0.0 0.0 0.1
H 1.608919 5.326919 -3.375090 0.0 0.0 0.0
H -0.034337 4.273612 -1.511430 -0.1 -0.1 0.0
C -4.065961 -1.323296 -0.958052 -0.2 -0.1 0.0
C -5.204638 -0.317585 -0.757247 0.2 0.2 0.0
C -5.261343 0.688452 -1.913809 0.0 -0.1 0.0
C -5.259357 0.372591 0.605925 0.1 -0.2 0.0
C -6.518775 0.445053 1.193726 0.0 0.0 0.0
C -6.726806 1.036295 2.426720 0.0 0.0 0.0
C -5.646345 1.551661 3.113200 0.0 0.0 0.0
C -4.362145 1.482030 2.584328 0.2 0.1 -0.1
C -3.195928 1.989111 3.409301 -0.1 0.0 0.0
C -3.243447 3.506325 3.609726 0.1 -0.1 -0.1
C -3.122944 1.271657 4.761546 0.1 0.1 -0.1
C -4.170670 0.927686 1.313265 -0.4 0.1 0.2
N -2.879067 0.899824 0.692065 0.1 -0.5 -0.5
C -2.563226 1.902544 -0.009100 -0.6 0.1 0.0
C -1.639254 1.957050 -1.155846 0.3 0.1 0.4
C -1.958350 2.855824 -2.169143 0.1 0.0 0.0
C -1.505099 2.328591 -3.376820 0.0 0.0 0.0
C -0.905832 1.108692 -3.113556 -0.2 0.0 -0.2
N -0.915636 0.886725 -1.738585 -0.3 -0.3 -0.2
C -0.459785 0.133450 -4.183257 0.2 -0.1 0.1
C 0.984829 0.415708 -4.623049 0.0 0.0 0.0
C -0.638533 -1.310175 -3.699131 -0.2 0.1 -0.1
C -1.357508 0.320689 -5.416481 -0.1 0.1 0.0
H -4.225344 -1.860688 -1.897258 0.0 0.0 0.1
H -4.055684 -2.056640 -0.146402 0.0 0.0 0.0
H -3.092571 -0.841386 -1.005400 0.1 0.1 0.0
H -6.127628 -0.897563 -0.810851 0.0 0.0 0.0
H -4.330721 1.250898 -2.003691 0.1 0.1 0.0
H -6.081291 1.394325 -1.777101 0.0 0.0 0.0
H -5.423749 0.160452 -2.857231 0.0 0.1 0.0
H -7.362446 0.018925 0.661861 0.0 0.0 0.0
H -7.718233 1.065929 2.859173 0.0 0.1 0.0
H -5.797324 2.021757 4.078037 0.0 -0.1 0.0
H -2.293887 1.756243 2.843918 0.1 0.0 0.0
H -2.352104 3.840712 4.146684 0.0 0.0 0.0
H -4.113558 3.794675 4.202145 0.0 0.0 0.0
H -3.296896 4.032571 2.652742 0.0 0.0 0.0
H -2.274023 1.632706 5.348799 0.0 0.0 0.0
H -3.032044 0.191349 4.635369 0.0 0.0 0.0
H -4.027194 1.459591 5.341026 0.0 0.0 0.0
H -3.157352 2.823230 0.071296 0.0 0.0 -0.1
H -2.558222 3.748135 -2.047862 -0.1 -0.1 0.0
H -1.643274 2.765128 -4.353496 0.0 0.0 0.1
H 1.697406 0.261408 -3.819203 0.0 0.0 0.0
H 1.079057 1.445369 -4.977266 0.0 0.0 0.0
H 1.252339 -0.249012 -5.447442 0.0 0.0 0.0
H -0.216979 -1.454322 -2.713187 0.1 -0.1 0.1
H -0.156738 -2.000591 -4.392396 0.0 0.0 0.0
H -1.701476 -1.558373 -3.649807 0.0 0.0 0.0
H -1.176758 1.276276 -5.911286 0.0 0.0 0.0
H -2.415548 0.258131 -5.154680 0.0 0.0 0.0
H -1.134844 -0.469862 -6.133826 0.0 0.0 0.0
N 0.515131 3.554278 2.908704 0.0 0.1 0.0
C 0.420934 3.589824 1.583021 0.0 0.2 0.0
N 0.243588 2.358666 1.152078 0.0 -0.7 0.3
C 0.249425 1.600424 2.295597 -0.2 0.2 -0.1
N 0.410245 2.300950 3.379377 -0.1 -0.1 0.2
C 0.016486 0.164953 2.184647 -0.1 -0.1 0.3
C -0.037531 -0.702615 3.263068 -0.1 0.0 0.0
N -0.470052 -1.947654 3.115578 -0.1 0.0 -0.1
C -0.855777 -2.324468 1.901185 0.1 0.0 0.4
C -0.719526 -1.499100 0.798696 -0.1 0.2 -0.3
N -0.251690 -0.259953 0.937571 -0.1 -0.3 0.9
H 0.629512 4.322894 3.553230 0.0 0.0 0.0
H 0.474922 4.485033 0.984494 0.1 0.0 0.0
H 0.256084 -0.374877 4.253971 -0.1 0.0 0.0
H -1.272574 -3.318967 1.804987 0.0 0.0 -0.1
H -1.034984 -1.800127 -0.191160 0.1 0.0 0.0
C 5.682361 -2.528376 1.750804 -0.1 -0.1 0.0
N 4.930991 -3.763922 1.574889 0.0 -0.1 -0.1
C 5.650138 -4.956122 2.028706 0.0 0.1 0.1
C 3.597725 -3.760023 1.369614 -0.1 0.2 0.0
S 2.681939 -2.344904 1.588377 0.1 -0.1 0.2
N 3.032688 -4.928061 0.968038 0.0 0.0 0.0
C 1.619900 -5.211873 1.154500 0.1 0.0 0.0
C 3.718606 -5.878625 0.099458 0.0 0.0 0.0
H 6.706157 -2.700978 1.418992 0.0 0.0 0.0
H 5.692576 -2.224106 2.800178 0.0 0.0 0.0
H 5.235791 -1.732410 1.164849 0.0 0.0 0.0
H 6.165035 -4.716111 2.960180 0.0 0.0 0.0
H 6.395034 -5.277976 1.299520 0.0 0.0 0.0
H 4.961930 -5.769632 2.229378 0.0 0.0 0.0
H 1.198425 -4.512570 1.866116 0.0 0.0 0.1
H 1.513117 -6.226581 1.542766 0.0 0.0 0.0
H 1.074877 -5.148352 0.206084 0.0 0.0 0.0
H 4.676940 -5.482856 -0.223198 0.0 0.0 0.0
H 3.099456 -6.053039 -0.784316 0.0 0.0 0.0
H 3.873976 -6.843172 0.587272 0.0 0.0 0.0


2.
108
Properties=species:S:1:pos:R:3:forces:R:3 method="wB97M-V/def2-TZVPD" homo_lumo_gap_ev=5.8 total_energy_ev=-70182.8939 lumo_ev=0.34 spin_multiplicity=1 total_charge=0 homo_energy_ev=-5.4523 max_force_ev_per_a=5.68
Sr 1.396927 -0.624074 0.434269 -1.4 -5.0 -2.2
C 3.009061 1.839127 -0.877111 0.1 0.6 -0.6
C 1.571222 2.326628 -1.060291 0.5 0.3 -0.2
N 0.656597 1.227806 -1.300404 -0.4 0.3 0.0
C 0.513142 0.829211 -2.681943 -0.1 0.0 -0.1
C 1.580474 -0.141902 -3.111863 0.0 0.0 -0.6
C 2.001256 -0.204061 -4.436113 0.0 0.0 0.1
C 2.995512 -1.104774 -4.775395 -0.1 0.0 0.2
C 3.535129 -1.908980 -3.783640 -0.1 0.0 0.1
C 3.041846 -1.794921 -2.486119 0.3 -0.2 -0.5
C 3.572703 -2.623870 -1.346213 0.0 -0.3 -0.1
N 3.675861 -1.811879 -0.145451 0.3 -0.3 0.3
C 4.682962 -0.765942 -0.217112 0.4 0.4 0.1
C 4.294852 0.411675 0.672844 1.0 -0.2 0.0
N 3.036115 0.979128 0.274741 1.3 1.6 -0.1
N 2.081269 -0.935210 -2.179973 -0.1 0.1 0.3
H 3.679058 2.711393 -0.765929 -0.1 -0.1 0.0
H 3.332390 1.276587 -1.758548 0.0 0.1 0.1
H 1.534754 3.082059 -1.862342 0.0 -0.1 0.1
H 1.266263 2.816720 -0.134130 0.0 0.1 0.0
H -0.257344 1.445356 -0.913256 -0.1 -0.1 -0.1
H 0.521846 1.689669 -3.373228 -0.1 -0.1 0.1
H -0.447868 0.314890 -2.790064 0.0 0.2 0.0
H 1.564034 0.450462 -5.173404 0.0 0.1 -0.1
H 3.358155 -1.163412 -5.790639 0.0 0.0 -0.1
H 4.325125 -2.607648 -4.012512 0.1 -0.1 0.0
H 4.533451 -3.080972 -1.637937 -0.2 0.0 0.0
H 2.840233 -3.415988 -1.146601 0.2 -0.1 -0.1
H 3.856090 -2.408662 0.655393 0.0 -0.1 -0.1
H 4.754311 -0.423397 -1.253195 0.0 -0.1 0.0
H 5.685008 -1.110344 0.080704 -0.1 0.0 -0.1
H 5.118273 1.147676 0.665557 -0.1 -0.1 0.1
H 4.175466 0.053072 1.697345 0.1 0.1 0.1
H 2.682515 1.505549 1.061309 0.3 0.4 0.0
O 0.405755 3.130884 2.011239 0.1 0.2 0.0
C 1.199028 2.378177 2.920184 -0.4 -0.2 0.0
C 1.150510 0.901002 2.428250 -0.3 1.5 1.6
O 2.017633 0.088045 2.749609 0.7 -0.6 0.5
O 0.192368 0.658132 1.670742 -2.2 1.4 1.0
C 2.610673 2.896410 2.942113 0.2 0.2 -0.1
C 3.534421 2.367820 3.838503 0.0 0.0 0.0
C 4.826728 2.860177 3.877536 0.0 -0.1 0.1
C 5.217475 3.882152 3.027542 0.0 0.1 -0.1
C 4.303980 4.405549 2.128830 0.2 0.1 0.0
C 3.011612 3.914349 2.084726 -0.3 0.0 0.0
C 0.547824 2.483924 4.289331 0.0 -0.1 0.0
C -0.242131 1.470668 4.811039 0.1 0.0 0.0
C -0.944026 1.680245 5.987189 -0.1 -0.1 0.1
C -0.872547 2.900465 6.634801 0.0 -0.1 0.1
C -0.057223 3.900824 6.134321 0.1 0.1 0.0
C 0.649167 3.692332 4.966428 0.0 0.0 0.0
H -0.281555 2.503240 1.716459 0.1 0.1 0.1
H 3.234290 1.573940 4.504015 0.0 -0.1 0.1
H 5.528684 2.451758 4.589257 0.1 0.0 0.1
H 6.219443 4.285043 3.076082 0.1 0.0 0.0
H 4.595175 5.207941 1.465511 0.0 0.1 0.0
H 2.288040 4.338295 1.404277 0.0 0.0 0.0
H -0.321778 0.524340 4.294385 -0.1 -0.1 0.0
H -1.558199 0.889380 6.394010 -0.1 0.0 0.0
H -1.453661 3.076163 7.527568 0.0 0.0 0.1
H 0.023444 4.847660 6.647016 0.0 0.1 0.1
H 1.269299 4.472139 4.550631 0.1 0.1 0.0
C -3.987316 3.563340 0.308485 -0.1 0.0 -0.2
C -4.820753 2.934949 -0.800826 -0.2 0.0 0.2
C -5.913201 1.994357 -0.287582 0.3 -0.1 -0.1
C -5.376373 0.663001 0.245441 -0.4 0.4 0.2
N -4.749304 -0.132031 -0.780984 0.1 -0.3 -0.5
C -3.418774 -0.219973 -0.940444 0.1 0.1 -0.4
S -2.344549 0.518231 0.092591 0.6 0.0 0.5
N -2.917621 -0.895058 -2.002367 0.0 -0.1 0.0
C -3.672705 -1.501794 -3.072695 -0.3 -0.3 0.1
C -4.227165 -2.893193 -2.741516 0.0 0.1 -0.3
C -5.105538 -3.445953 -3.865534 -0.1 0.1 0.2
C -6.468829 -2.767117 -3.949736 0.2 -0.1 -0.1
H -3.289570 4.281649 -0.115266 0.1 0.1 0.0
H -3.408937 2.806348 0.828666 0.0 0.0 0.1
H -4.623662 4.078270 1.023593 -0.1 0.1 0.1
H -4.157825 2.383110 -1.469772 0.0 0.0 -0.1
H -5.300290 3.727542 -1.381040 0.1 0.0 -0.1
H -6.613456 1.786045 -1.102131 -0.1 0.0 0.0
H -6.470555 2.484687 0.512817 -0.1 0.0 0.0
H -6.200664 0.083108 0.669169 0.1 0.0 0.1
H -4.624042 0.835910 1.014590 -0.2 -0.1 0.0
H -5.357534 -0.587153 -1.442273 0.1 -0.1 0.0
H -1.947861 -1.162597 -1.876903 -0.2 0.1 0.0
H -3.011286 -1.579395 -3.940992 -0.1 0.1 0.0
H -4.488354 -0.823767 -3.341758 0.1 0.0 -0.1
H -4.806290 -2.852574 -1.817009 0.0 0.0 0.1
H -3.384194 -3.564827 -2.572074 0.0 0.0 0.1
H -5.259537 -4.512381 -3.694703 0.1 0.0 -0.1
H -4.583220 -3.334339 -4.817759 0.0 -0.1 -0.1
H -7.005675 -2.878524 -3.009962 -0.1 0.0 0.1
H -7.068844 -3.219946 -4.735397 -0.1 0.0 -0.1
H -6.372156 -1.707321 -4.173941 -0.1 0.1 0.0
C -0.281856 -2.810412 0.045431 0.2 -0.6 0.0
C 0.376121 -4.110137 -0.056679 -0.8 0.7 0.0
C 0.656247 -4.690269 -1.302195 0.3 -0.1 -0.2
C 1.250974 -5.931816 -1.407734 0.0 0.0 0.0
C 1.572355 -6.654859 -0.271319 0.2 -0.3 0.0
C 1.300232 -6.104209 0.973829 0.0 0.0 0.0
C 0.706752 -4.864906 1.079410 0.3 0.1 0.2
H -0.997151 -2.821550 0.871904 0.1 0.3 0.1
H -0.835402 -2.630876 -0.878212 -0.1 0.2 -0.2
H 0.410744 -4.139135 -2.201793 -0.1 0.1 -0.1
H 1.461028 -6.346094 -2.384094 0.0 -0.1 -0.1
H 2.032068 -7.627617 -0.352934 0.1 -0.1 0.0
H 1.557030 -6.656844 1.867113 0.0 -0.1 0.1
H 0.505821 -4.435910 2.054243 -0.1 0.0 0.1


3.
113
Properties=species:S:1:pos:R:3:forces:R:3 method="wB97M-V/def2-TZVPD" homo_lumo_gap_ev="4.9 / 4.9" total_energy_ev=-186396.5911 lumo_ev="-0.21 / -0.19" spin_multiplicity=1 total_charge=0 homo_energy_ev="-5.0836 / -5.0448" max_force_ev_per_a=2.02
Ti 1.054472 -0.190832 0.210983 -1.4 0.5 -1.3
C 4.214497 1.750736 -3.554069 0.1 0.0 0.1
N 2.919010 2.271800 -3.167192 -0.1 0.0 -0.2
C 2.469069 3.550401 -3.396515 0.0 0.0 0.1
C 1.260797 3.656241 -2.818957 0.0 0.1 -0.1
N 0.962929 2.424228 -2.244380 -0.1 0.0 0.3
C 2.001116 1.585626 -2.456250 0.1 -0.3 0.0
S 2.183844 -0.060061 -2.042247 0.0 0.1 0.0
C -0.242175 2.189326 -1.522276 0.4 -0.5 0.5
C -1.371048 2.851293 -1.960282 -0.6 0.2 0.0
C -2.534491 2.849123 -1.210164 0.4 -0.2 0.2
C -2.468261 2.160014 0.021197 -0.3 0.2 -0.4
C -1.352406 1.468943 0.370165 0.5 0.0 -0.1
N -0.186250 1.383435 -0.397548 -0.2 0.3 -0.1
H 4.626775 2.396814 -4.324647 0.0 0.0 0.0
H 4.103252 0.740830 -3.940698 0.0 0.0 0.0
H 4.878845 1.731518 -2.689643 0.0 0.0 0.0
H 3.069335 4.282986 -3.903412 0.0 0.0 0.0
H 0.608083 4.500820 -2.710237 0.0 0.0 0.0
H -1.327684 3.380545 -2.903472 0.0 0.0 0.0
H -3.425220 3.360314 -1.541649 0.0 0.0 0.0
H -3.307990 2.155689 0.704853 0.0 0.0 0.0
H -1.327361 0.924368 1.300775 0.0 0.0 0.0
I 4.057517 2.159329 3.692927 -0.1 0.1 0.1
C 4.283607 0.363408 2.680547 0.1 0.0 0.0
C 5.412191 -0.429195 2.972090 0.0 0.0 0.0
C 5.621221 -1.628608 2.355749 0.0 0.0 0.0
I 7.353594 -2.703491 2.805652 0.0 0.0 0.0
C 4.665491 -2.123397 1.429676 0.0 0.0 0.1
C 4.737985 -3.367169 0.766835 0.0 0.0 0.0
C 3.737202 -3.753456 -0.081165 0.0 0.0 0.0
C 2.635448 -2.907148 -0.262097 -0.1 0.0 0.1
N 2.530773 -1.748336 0.346188 0.6 -0.2 -0.1
C 3.536262 -1.323637 1.160249 0.0 -0.1 0.1
C 3.350054 -0.020931 1.741757 0.0 0.0 0.0
O 2.313167 0.694115 1.365868 0.9 0.2 0.7
H 6.128468 -0.059046 3.692580 0.0 0.0 0.0
H 5.589355 -4.010902 0.943072 0.0 0.0 0.0
H 3.772732 -4.701071 -0.599128 0.0 0.0 0.0
H 1.813664 -3.191201 -0.909592 0.0 0.0 0.0
C -4.664509 -0.199904 -2.311568 0.0 0.0 0.0
C -4.504932 -1.429822 -1.417672 0.0 0.0 0.1
C -5.393882 -2.555466 -1.936449 0.0 0.0 0.0
C -4.948224 -1.037329 -0.005257 0.0 0.0 0.0
Sb -2.347046 -1.870054 -1.272545 0.0 0.0 -0.2
C -1.750536 -1.999456 -3.399050 0.0 0.0 0.0
C -1.454078 -0.560083 -3.831897 0.0 0.0 0.0
C -0.431152 -2.771700 -3.450410 0.0 0.0 0.0
C -2.744841 -2.628288 -4.368450 0.0 0.0 0.0
C -2.309155 -3.985161 -0.624003 0.0 0.0 0.0
C -0.857332 -4.282069 -0.227242 0.0 0.0 0.0
C -2.777412 -5.015116 -1.646952 0.0 0.0 0.0
C -3.168482 -4.104690 0.634884 0.0 0.1 0.0
H -5.696846 0.164457 -2.241143 0.0 0.0 0.0
H -4.470869 -0.422585 -3.361169 0.0 0.0 0.0
H -4.003863 0.616511 -2.008315 0.0 0.0 0.0
H -6.418012 -2.180084 -2.056976 0.0 0.0 0.0
H -5.440411 -3.394400 -1.241028 0.0 0.0 0.0
H -5.068265 -2.937087 -2.904007 0.0 0.0 0.0
H -6.004501 -0.741959 -0.020389 0.0 0.0 0.0
H -4.369728 -0.188847 0.368504 0.0 0.0 0.0
H -4.846181 -1.853803 0.711067 0.0 0.0 0.0
H -0.699588 -0.099922 -3.189140 0.0 0.0 0.0
H -2.339558 0.077094 -3.815013 0.0 0.0 0.0
H -1.061466 -0.560237 -4.856629 0.0 0.0 0.0
H 0.326003 -2.306945 -2.812066 0.0 0.0 0.0
H -0.038585 -2.756878 -4.474666 0.0 0.0 0.0
H -0.541901 -3.816441 -3.158972 0.0 0.0 0.0
H -3.670170 -2.056111 -4.437501 0.0 0.0 0.0
H -3.001709 -3.653848 -4.101203 0.0 0.0 0.0
H -2.303512 -2.649908 -5.373080 0.0 0.0 0.0
H -0.231313 -4.459403 -1.104709 0.0 0.1 0.0
H -0.821112 -5.192166 0.383976 0.0 0.0 0.0
H -0.414236 -3.471054 0.357218 0.0 0.0 0.0
H -2.172700 -5.004014 -2.553606 0.0 0.0 0.0
H -3.819471 -4.869369 -1.933348 0.0 0.0 0.0
H -2.692772 -6.020260 -1.213763 0.0 0.0 0.0
H -2.851044 -3.405538 1.412777 0.0 0.0 0.0
H -3.068318 -5.116944 1.044990 0.0 0.0 0.0
H -4.227187 -3.937739 0.436442 0.0 0.0 0.0
C 0.206020 -2.784624 3.670583 -0.1 0.0 0.0
Si -0.428717 -1.169613 2.973634 0.1 0.0 -0.2
C -2.296710 -1.044411 3.176908 0.0 0.0 0.0
C 0.355361 0.256529 3.912630 0.0 0.0 0.0
O -0.070948 -1.099765 1.371814 -0.2 -0.1 0.6
H 0.116076 -2.795352 4.759810 0.0 0.0 0.0
H 1.261937 -2.919205 3.420759 0.0 0.0 0.0
H -0.344106 -3.643425 3.278346 0.0 0.0 0.0
H -2.658336 -1.715696 3.960011 0.0 0.0 0.0
H -2.818708 -1.297582 2.251733 0.0 0.0 0.0
H -2.593205 -0.029921 3.455339 0.0 0.0 0.0
H 1.301738 -0.033192 4.377133 0.0 0.0 0.0
H -0.307460 0.610879 4.706023 0.0 0.0 0.0
H 0.578827 1.102289 3.258392 0.0 0.0 0.0
C 4.313510 6.005728 1.992219 0.0 0.0 0.0
N 3.143282 5.171551 1.848308 0.0 0.0 -0.1
C 3.004653 4.148666 0.963714 -0.1 0.0 0.0
Se 4.252780 3.557090 -0.228227 0.0 -0.1 -0.1
N 1.766127 3.635357 1.154887 0.0 0.1 -0.1
C 1.117010 4.296190 2.185262 0.0 0.0 -0.1
C -0.132216 4.141323 2.761179 0.0 -0.1 0.0
C -0.460141 5.002920 3.798084 0.0 0.0 0.0
C 0.426042 5.985860 4.240254 0.0 0.0 0.0
C 1.675046 6.145172 3.657078 0.0 0.0 0.0
C 1.998803 5.282921 2.623043 0.0 0.0 0.0
H 5.020543 5.728133 1.215261 0.0 0.0 0.0
H 4.772008 5.848948 2.970040 0.0 0.0 0.0
H 4.036764 7.055127 1.885697 0.0 0.0 0.0
H 1.460073 2.789748 0.689992 0.0 -0.1 0.1
H -0.817606 3.380340 2.414147 0.0 0.0 0.0
H -1.427886 4.912005 4.273091 0.0 0.0 0.0
H 0.134667 6.636248 5.054027 0.0 0.0 0.0
H 2.365800 6.902946 4.001617 0.0 0.0 0.0